{
  "formula": "C4H7NO3",
  "method": "the ωB97M-V functional and the def2-TZVPD basis",
  "elements": ["C", "C", "O", "C", "C", "O", "N", "O", "H", "H", "H", "H", "H", "H", "H"],
  "coordinates": [[0.696858, -1.073097, -0.991941], [-0.465870, -0.724731, 0.240687], [-1.496843, -1.609345, 0.395680], [-0.897970, 0.686165, -0.138069], [0.345948, 1.324307, 0.427858], [0.646370, 2.598006, 0.164948], [0.821143, 0.700303, 1.462785], [0.298115, -0.595528, 1.408439], [1.312865, -1.874149, -0.585384], [0.079449, -1.449996, -1.806391], [1.359111, -0.316292, -1.402631], [-1.169761, -2.401761, 0.844310], [-1.822332, 0.974656, 0.365787], [-0.999082, 0.851058, -1.205628], [1.292002, 2.910401, 0.819550]],
  "forces_ev_per_angstrom": [[-2.2, -1.3, 1.4], [2.3, 0.9, -3.2], [0.3, -0.2, -0.1], [0.6, -0.5, -0.1], [-1.0, 0.3, 2.4], [0.2, 0.2, -0.1], [0.3, 0.5, -2.0], [-0.4, -0.2, 1.3], [0.0, -0.1, -0.1], [0.1, -0.2, -0.1], [-0.3, 0.5, 0.5], [0.0, 0.1, -0.1], [0.2, 0.4, 0.2], [-0.1, -0.2, -0.1], [0.0, -0.1, -0.1]],
  "smiles": "C[C@]1(O)CC(O)=NO1",
  "gap_ev": 9.73
}

***

{
  "formula": "C4H7NO3S",
  "method": "the ωB97M-V functional and the def2-TZVPD basis",
  "elements": ["C", "O", "C", "C", "S", "H", "H", "H", "H", "O", "C", "O", "N", "H", "H", "H"],
  "coordinates": [[-0.298058, 2.776632, -1.250932], [-1.138255, 1.743438, -0.877381], [-0.573634, 0.648570, -0.449249], [0.046790, -0.334192, -0.178766], [0.637888, -1.593935, 0.723716], [-0.974604, 3.626604, -1.475588], [0.337918, 2.512092, -2.179062], [0.540694, 3.037533, -0.475466], [0.508347, -2.508699, -0.154633], [2.074059, 1.799361, 1.206238], [2.877590, 1.009417, 1.072458], [3.697826, 0.233044, 0.927583], [-2.118337, -3.519724, 0.687818], [-2.460997, -3.028570, 1.463457], [-1.165968, -3.573313, 1.040036], [-1.991265, -2.828260, -0.080224]],
  "forces_ev_per_angstrom": [[3.2, 1.8, -1.0], [-0.7, -1.6, 0.8], [-0.5, 1.7, -0.9], [-0.3, -0.4, 0.2], [0.9, 0.7, 1.9], [0.8, -0.4, 0.2], [-1.3, 0.3, 1.1], [-2.0, -0.4, -1.0], [0.0, -1.5, -1.5], [-2.1, 2.1, 0.5], [0.6, -0.5, -0.2], [1.7, -1.6, -0.2], [1.5, -0.1, -1.5], [-1.5, 1.1, 1.1], [0.3, -0.7, -0.3], [-0.5, -0.5, 0.8]],
  "smiles": "COC#CS.O=C=O.N",
  "gap_ev": 9.32
}

***

{
  "formula": "C4H7NO4",
  "method": "the ωB97M-V functional and the def2-TZVPD basis",
  "elements": ["N", "C", "C", "C", "O", "O", "C", "O", "O", "H", "H", "H", "H", "H", "H", "H"],
  "coordinates": [[1.607354, -0.277516, 0.776603], [0.220018, 0.250809, 1.001756], [-0.211083, 1.126199, -0.213073], [0.398502, 0.616174, -1.567711], [1.366871, 1.069132, -2.145525], [-0.297212, -0.433509, -2.024544], [-0.797870, -0.936110, 1.156677], [-0.529374, -2.124960, 1.179164], [-1.966196, -0.431397, 1.347017], [1.458402, -1.238411, 0.500029], [2.103597, 0.218548, 0.100505], [0.191942, 0.732190, 2.024166], [-1.288996, 1.214779, -0.259979], [0.386120, 1.979204, -0.114175], [-0.001120, -0.677209, -2.919656], [-2.640956, -1.087923, 1.158746]],
  "forces_ev_per_angstrom": [[-2.5, -0.9, 2.1], [0.8, -1.6, -0.2], [1.2, -1.4, -0.4], [0.0, -0.1, 0.4], [-1.1, -0.2, 0.8], [-0.4, -0.2, -0.4], [3.6, -1.1, 0.1], [-0.3, 1.4, -0.4], [-2.4, 1.1, -0.1], [0.5, -0.2, -0.1], [0.8, 0.9, -1.3], [-0.2, 0.2, -1.4], [0.0, 0.5, -0.1], [0.0, 2.1, 0.4], [0.2, 0.1, 0.3], [-0.3, -0.5, 0.3]],
  "smiles": "N[C@@H](CC(=O)O)C(=O)O",
  "gap_ev": 10.13
}

***

{
  "formula": "C4H7NO4",
  "method": "the ωB97M-V functional and the def2-TZVPD basis",
  "elements": ["C", "O", "C", "O", "C", "C", "O", "N", "O", "H", "H", "H", "H", "H", "H", "H"],
  "coordinates": [[-0.102225, -1.692330, -1.722310], [0.585194, -0.714014, -0.960677], [-0.140419, 0.679814, -0.863457], [-0.019994, 1.580421, -1.645594], [-1.078052, 0.398413, 0.275549], [-0.000009, 0.024747, 1.264764], [-0.059691, -0.656677, 2.264286], [0.984364, 1.073590, 1.039834], [1.208220, 1.875066, 2.182616], [-0.481264, -1.273765, -2.662068], [0.581142, -2.512260, -1.959839], [-0.944410, -2.120753, -1.166719], [-1.761352, -0.426432, 0.072667], [-1.620600, 1.305616, 0.556568], [1.762922, 1.203725, 0.395053], [1.086173, 1.254837, 2.929326]],
  "forces_ev_per_angstrom": [[-0.4, 0.1, -0.3], [0.0, 2.7, -0.3], [-1.0, -1.4, -2.9], [0.2, -2.1, 1.5], [0.1, -0.5, -0.3], [0.0, 1.1, 1.5], [0.2, 0.9, -1.3], [0.5, 0.3, 1.0], [0.0, -0.7, 0.6], [0.1, -0.1, 0.1], [0.1, 0.3, 0.1], [0.0, 0.1, 0.0], [0.0, 0.1, -0.2], [0.2, -0.2, 0.3], [-0.3, -0.9, 0.3], [0.3, 0.3, -0.2]],
  "smiles": "COC(=O)CC(=O)NO",
  "gap_ev": 9.66
}

***

{
  "formula": "C4H7NO4",
  "method": "the ωB97M-V functional and the def2-TZVPD basis",
  "elements": ["N", "C", "C", "C", "O", "O", "C", "O", "O", "H", "H", "H", "H", "H", "H", "H"],
  "coordinates": [[1.571964, 1.569804, 0.140016], [0.651013, 0.458698, 0.362876], [-0.631665, 0.639941, -0.437928], [-1.807710, -0.080277, 0.190379], [-1.938113, -0.321395, 1.359086], [-2.754977, -0.367511, -0.722451], [1.298825, -0.886091, 0.084639], [2.488804, -1.058506, -0.057519], [0.422358, -1.895803, 0.027906], [2.400246, 1.415158, 0.703138], [1.884885, 1.544774, -0.807298], [0.375425, 0.436346, 1.431321], [-0.877291, 1.701777, -0.447487], [-0.546748, 0.320105, -1.487429], [-3.479131, -0.785580, -0.208330], [0.942112, -2.691447, -0.130914]],
  "forces_ev_per_angstrom": [[-0.5, -0.3, 0.8], [0.2, 0.2, 0.2], [-0.2, -0.3, -0.2], [0.2, 0.3, -0.2], [0.0, 0.0, 0.0], [-0.4, -0.3, 0.5], [0.8, 0.0, 0.0], [-0.6, 0.1, 0.1], [-0.3, 0.1, 0.0], [0.0, 0.1, 0.0], [0.3, 0.0, -0.7], [0.0, 0.1, -0.3], [0.0, 0.1, 0.0], [0.1, 0.1, 0.3], [0.3, 0.2, -0.4], [0.1, -0.3, 0.0]],
  "smiles": "N[C@@H](CC(=O)O)C(=O)O",
  "gap_ev": 10.70
}

***

{
  "formula": "C4H7NO4",
  "method": "the ωB97M-V functional and the def2-TZVPD basis",
  "elements": ["N", "O", "C", "C", "C", "C", "O", "O", "O", "H", "H", "H", "H", "H", "H", "H"],
  "coordinates": [[3.295393, -1.165763, -4.302954], [4.395447, -1.292272, -4.322056], [-1.714214, -0.763059, 2.041142], [-1.265544, -0.191702, 0.702939], [0.014930, 0.621857, 0.817456], [0.427257, 1.159249, -0.512265], [-0.000061, 2.224161, -0.895136], [1.247494, 0.368664, -1.255156], [1.528034, 0.870681, -2.434674], [-2.629560, -1.352998, 1.962726], [-0.944676, -1.411118, 2.467762], [-1.897518, 0.032571, 2.765487], [-1.102641, -0.996463, -0.026036], [-2.057290, 0.433433, 0.262458], [-0.123467, 1.455877, 1.508893], [0.826411, 0.006885, 1.219421]],
  "forces_ev_per_angstrom": [[-4.3, 0.5, 0.1], [4.3, -0.5, -0.1], [0.1, 0.0, 0.1], [-0.5, -0.3, -0.5], [0.8, -0.7, 0.4], [-2.3, 3.3, 0.7], [0.8, -1.2, -0.1], [0.8, -1.1, -0.3], [0.1, 0.0, -0.2], [0.1, 0.1, -0.1], [0.0, 0.0, 0.0], [0.0, 0.0, 0.0], [0.0, 0.0, 0.2], [0.2, 0.0, 0.2], [0.0, 0.1, -0.3], [-0.1, -0.1, 0.0]],
  "gap_ev": [11.82, 6.21]
}

***

{
  "formula": "C4H7NO4",
  "method": "the ωB97M-V functional and the def2-TZVPD basis",
  "elements": ["C", "C", "C", "C", "N", "O", "O", "O", "O", "H", "H", "H", "H", "H", "H", "H"],
  "coordinates": [[0.593171, -0.846918, 1.166513], [1.018446, 0.567072, 0.744903], [-0.615762, -1.178796, 0.311389], [0.099282, 0.954173, -0.400956], [0.322428, 0.527349, -1.685744], [-0.473740, 0.985798, -2.537951], [1.210905, -0.293573, -1.927144], [-1.802296, -1.117358, 0.901180], [-0.793462, 1.940435, -0.263698], [1.385956, -1.573794, 0.993518], [0.290607, -0.886648, 2.212653], [0.874072, 1.285972, 1.548901], [2.056927, 0.610140, 0.407756], [-0.495753, -1.754328, -0.598269], [-2.534949, -1.315877, 0.305190], [-1.135832, 2.096353, -1.178241]],
  "forces_ev_per_angstrom": [[-0.4, -0.1, -0.1], [-0.1, 0.2, -0.4], [0.9, 1.5, -0.6], [-0.6, -1.1, 1.1], [-0.4, 0.1, 0.0], [0.1, 0.1, -0.5], [0.3, -0.3, 0.0], [-0.2, 0.0, 0.4], [0.2, 0.0, -0.1], [0.0, 0.0, 0.1], [0.1, 0.0, 0.1], [0.0, 0.0, 0.0], [0.0, 0.0, 0.1], [-0.1, 0.0, -0.1], [0.2, -0.1, -0.1], [0.1, -0.2, 0.2]],
  "gap_ev": [6.91, 8.05]
}

***

{
  "formula": "C4H7NO5",
  "method": "the ωB97M-V functional and the def2-TZVPD basis",
  "elements": ["N", "C", "O", "C", "C", "O", "O", "C", "O", "O", "H", "H", "H", "H", "H", "H", "H"],
  "coordinates": [[-0.681470, -0.333481, 1.626846], [-0.430502, 0.174096, 0.301140], [-0.059839, 1.532537, 0.306093], [0.749458, -0.568582, -0.449220], [2.277909, -0.173020, -0.411793], [2.956906, -1.122894, -0.584540], [2.722478, 0.985569, -0.078079], [-1.773184, 0.036751, -0.508371], [-2.222075, 0.886268, -1.244726], [-2.364318, -1.183695, -0.174963], [0.182127, -0.782531, 2.142484], [-1.142090, 0.298772, 2.302350], [-0.219980, 2.091123, -0.646961], [0.552770, -0.354067, -1.569201], [0.752813, -1.736265, -0.267005], [1.815036, 1.393915, 0.226514], [-3.116035, -1.144491, -0.970563]],
  "forces_ev_per_angstrom": [[2.5, -0.8, 1.8], [0.5, -0.5, -0.6], [0.0, 3.5, -2.9], [-1.1, -1.2, -1.5], [-2.1, -2.8, 1.3], [2.1, -1.2, -1.0], [-2.6, 2.8, 1.0], [0.4, -0.7, 1.3], [0.4, -1.3, 0.5], [-2.4, 2.5, -4.7], [-2.2, 1.4, -1.7], [0.3, -0.3, -1.0], [0.2, -2.8, 3.7], [0.0, -0.7, 1.5], [-0.2, 2.6, -0.5], [2.0, 0.3, -0.5], [2.2, -0.7, 3.1]],
  "smiles": "N[C@@](O)(CC(=O)O)C(=O)O",
  "gap_ev": 10.27
}

***

Energy relative to the best compared isomer or geometry (same formula, charge and spin) in kcal per mole, matching the order above: 82.8; 48.4; 18.9; 115.0; 0.0; 170.9; 146.0; 48.1
Electronic energy in eV, matching the order above: -11891.6875; -22726.5541; -13941.8169; -13937.6518; -13942.6371; -13935.2278; -13936.3046; -15987.8443